*w*
Here is the ion C2H3N4 with charge +1 from the OMol25 dataset. Energies are from the ωB97M-V functional and the def2-TZVPD basis.

Geometry (Å):
C -1.16 -0.49 -0.82
C 1.29 -0.02 -0.04
N -2.01 0.23 0.54
N -0.81 0.60 0.89
N -2.40 -0.42 -0.53
N -0.04 0.13 -0.01
H 1.72 0.28 -0.92
H 1.74 0.64 0.75
H 1.68 -0.97 0.15

Output
Charge: +1
Frontier orbital gap (spin up / spin down) (eV): 8.2 / 8.5
HOMO energy (spin up / spin down) (eV): -17.3 / -17.3
LUMO (spin up / spin down) (eV): -9.13 / -8.87
SMILES: C[n+]1nn2nc1-2

natural (NBO) charges in e:
1. C 0.614
2. C -0.462
3. N 0.129
4. N 0.103
5. N -0.103
6. N -0.102
7. H 0.262
8. H 0.291
9. H 0.267



*x*
Here is the ion C2H3N4 with charge +1 from the OMol25 dataset. Energies are from the ωB97M-V functional and the def2-TZVPD basis.

Geometry (Å):
C 0.47 1.02 -0.41
C 2.76 0.73 0.72
N 1.71 1.02 -0.23
N -0.47 0.30 -0.35
N 2.18 -0.31 0.51
N -1.32 -0.54 -0.68
H 3.55 1.42 1.15
H -1.97 -0.74 0.06
H -1.65 -0.88 -1.58

Output
Charge: +1
Frontier orbital gap (eV): 9.7
HOMO energy (eV): -14.8
LUMO (eV): -5.07
SMILES: N[N+]#CN1C=N1

natural (NBO) charges in e:
1. C 0.540
2. C 0.291
3. N -0.346
4. N -0.057
5. N -0.101
6. N -0.471
7. H 0.303
8. H 0.408
9. H 0.433



Which of them is most stable? Easy: *x*.



*w*
Here is a structure of composition C2H3BrClFIN from the OMol25 dataset. Energies are from the ωB97M-V functional and the def2-TZVPD basis.

Geometry (Å):
C 0.72 -1.11 0.18
C 0.87 1.33 0.61
N 1.08 0.29 -0.03
F -2.09 2.29 -0.14
Cl -1.07 -1.27 0.60
Br 0.20 1.39 2.42
I 1.27 3.17 -0.25
H 0.84 -1.79 -0.65
H 1.29 -1.46 1.07
H -2.65 2.92 0.28

Output
Charge: 0
Frontier orbital gap (eV): 9.6
HOMO energy (eV): -9.6
LUMO (eV): 0.02

natural (NBO) charges in e:
1. C -0.189
2. C 0.050
3. N -0.487
4. F -0.561
5. Cl -0.091
6. Br 0.034
7. I 0.235
8. H 0.227
9. H 0.218
10. H 0.563



*x*
Here is a structure of composition C2H3BrClFIN from the OMol25 dataset. Energies are from the ωB97M-V functional and the def2-TZVPD basis.

Geometry (Å):
C 1.31 0.04 0.18
C -1.11 0.05 -0.37
N 0.05 -0.64 0.22
F -0.20 -1.26 1.40
Cl -0.90 0.05 -2.13
Br -1.21 2.03 0.17
I -3.00 -0.85 0.08
H 1.94 -0.53 -0.58
H 1.14 1.11 -0.10
H 1.96 0.00 1.12

Output
Charge: 0
Frontier orbital gap (eV): 9.3
HOMO energy (eV): -9.7
LUMO (eV): -0.44

natural (NBO) charges in e:
1. C -0.481
2. C -0.155
3. N -0.119
4. F -0.216
5. Cl 0.034
6. Br -0.025
7. I 0.266
8. H 0.222
9. H 0.229
10. H 0.246



Which of them is most stable? Easy: *w*.



*w*
Here is an isolated molecule of C6H7N3OS from the OMol25 dataset. Energies are from the ωB97M-V functional and the def2-TZVPD basis.

Geometry (Å):
C 2.38 -0.90 -0.36
C 2.61 0.28 0.28
C -2.30 -0.48 0.23
C -2.19 0.77 -0.59
C 0.07 -0.89 -0.46
C 0.46 0.95 0.96
N 1.18 -1.57 -0.26
N 1.75 0.93 1.00
N -1.15 -1.28 0.04
O -3.26 -0.90 0.70
S -0.69 1.81 -0.24
H 3.19 -1.66 -0.53
H 3.63 0.57 0.51
H -2.11 0.63 -1.73
H -2.98 1.45 -0.49
H -0.02 -0.26 -1.46
H -0.08 0.83 1.87
H -1.02 -2.17 0.51

Output
Charge: 0
Frontier orbital gap (eV): 7.4
HOMO energy (eV): -7.7
LUMO (eV): -0.36
SMILES: O=C1CS\C=N/C=C\N=C\N1

natural (NBO) charges in e:
1. C -0.076
2. C -0.043
3. C 0.680
4. C -0.625
5. C 0.225
6. C 0.007
7. N -0.466
8. N -0.410
9. N -0.667
10. O -0.522
11. S 0.154
12. H 0.214
13. H 0.212
14. H 0.255
15. H 0.254
16. H 0.206
17. H 0.180
18. H 0.420



*x*
Here is an isolated molecule of C6H7N3OS from the OMol25 dataset. Energies are from the ωB97M-V functional and the def2-TZVPD basis.

Geometry (Å):
C 2.70 -0.66 -0.76
C 3.13 0.59 -0.40
C 0.79 0.12 -0.02
C -2.25 1.37 -0.63
C -0.67 0.10 0.18
C -1.10 -1.53 0.51
N 1.38 -0.88 -0.57
N -1.46 0.45 -1.02
N -1.25 0.96 1.24
O -2.20 1.75 0.59
S 1.83 1.45 0.38
H 3.18 -1.43 -1.25
H 4.03 1.10 -0.58
H -3.01 1.92 -1.25
H -2.13 -1.60 0.23
H -0.94 -1.87 1.62
H -0.47 -2.16 -0.22
H -1.58 0.31 1.96

Output
Charge: 0
Frontier orbital gap (eV): 9.7
HOMO energy (eV): -8.9
LUMO (eV): 0.76
SMILES: C[C@@]1(c2nccs2)N=CON1

natural (NBO) charges in e:
1. C -0.044
2. C -0.438
3. C 0.024
4. C 0.380
5. C 0.172
6. C -0.632
7. N -0.427
8. N -0.485
9. N -0.352
10. O -0.327
11. S 0.435
12. H 0.210
13. H 0.236
14. H 0.204
15. H 0.209
16. H 0.204
17. H 0.259
18. H 0.374



Which of them is most stable? Easy: *x*.



*w*
Here is an isolated molecule of CHNO3 from the OMol25 dataset. Energies are from the ωB97M-V functional and the def2-TZVPD basis.

Geometry (Å):
C -0.91 0.21 0.21
N 1.51 0.30 -0.30
O 0.09 0.31 -0.65
O -0.72 -0.22 1.33
O 1.98 -0.73 -0.45
H -1.95 0.13 -0.14

Output
Charge: 0
Frontier orbital gap (eV): 9.9
HOMO energy (eV): -10.8
LUMO (eV): -0.86
SMILES: O=CON=O

natural (NBO) charges in e:
1. C 0.605
2. N 0.446
3. O -0.473
4. O -0.577
5. O -0.159
6. H 0.158



*x*
Here is a structure of composition CHNO3 from the OMol25 dataset. Energies are from the ωB97M-V functional and the def2-TZVPD basis.

Geometry (Å):
C -0.88 0.27 -0.07
N 0.94 0.11 0.44
O -1.43 1.28 -0.06
O -0.84 -1.03 -0.23
O 0.54 -1.24 -0.01
H 1.67 0.61 -0.07

Output
Charge: 0
Frontier orbital gap (eV): 9.9
HOMO energy (eV): -9.7
LUMO (eV): 0.24

natural (NBO) charges in e:
1. C 0.958
2. N -0.532
3. O -0.446
4. O -0.225
5. O -0.108
6. H 0.354



*y*
Here is a structure of composition CHNO3 from the OMol25 dataset. Energies are from the ωB97M-V functional and the def2-TZVPD basis.

Geometry (Å):
C 1.11 -0.50 0.04
N -0.55 0.16 0.71
O 1.94 0.22 0.30
O 0.54 -1.40 -0.49
O -1.03 0.97 -0.10
H -2.00 0.55 -0.45

Output
Charge: 0
Frontier orbital gap (spin up / spin down) (eV): 8.7 / 8.7
HOMO energy (spin up / spin down) (eV): -9.5 / -9.8
LUMO (spin up / spin down) (eV): -0.81 / -1.07

natural (NBO) charges in e:
1. C 0.955
2. N 0.026
3. O -0.505
4. O -0.549
5. O -0.388
6. H 0.462



Which of them is most stable? Easy: *w*.



*w*
Here is an isolated molecule of C4H5ClS from the OMol25 dataset. Energies are from the ωB97M-V functional and the def2-TZVPD basis.

Geometry (Å):
C 0.13 -0.85 0.50
C 0.84 0.47 0.29
C -0.36 1.12 -0.21
C -1.03 -0.33 -0.32
H 0.01 -1.09 1.51
H 1.53 0.93 0.99
H 1.43 0.41 -0.68
H -0.97 -0.62 -1.34
H -2.04 -0.52 0.03
S -0.64 2.64 -0.53
Cl 1.10 -2.16 -0.22

Output
Charge: 0
Frontier orbital gap (eV): 8.6
HOMO energy (eV): -8.7
LUMO (eV): -0.11
SMILES: S=C1CC(Cl)C1

natural (NBO) charges in e:
1. C -0.185
2. C -0.514
3. C -0.072
4. C -0.476
5. H 0.225
6. H 0.247
7. H 0.260
8. H 0.245
9. H 0.241
10. S 0.097
11. Cl -0.070



*x*
Here is an isolated molecule of C4H5ClS from the OMol25 dataset. Energies are from the ωB97M-V functional and the def2-TZVPD basis.

Geometry (Å):
C 1.76 0.89 0.06
C 0.42 1.03 -0.11
C -0.68 0.02 -0.56
C -1.12 -1.19 0.25
H 2.09 1.65 0.79
H 0.09 2.04 0.41
H -0.37 -0.19 -1.57
H -0.74 -1.64 1.33
H -1.57 -1.99 -0.29
S -2.39 0.03 -0.12
Cl 2.50 -0.64 -0.19

Output
Charge: 0
Frontier orbital gap (eV): 9.7
HOMO energy (eV): -9.0
LUMO (eV): 0.72
SMILES: Cl/C=C\[C@H]1CS1

natural (NBO) charges in e:
1. C -0.265
2. C -0.172
3. C -0.401
4. C -0.500
5. H 0.236
6. H 0.219
7. H 0.236
8. H 0.246
9. H 0.227
10. S 0.170
11. Cl 0.002



Which of them is most stable? Easy: *w*.



*w*
Here is a cluster of 2 separate species, C5H12O2 in total from the OMol25 dataset. Energies are from the ωB97M-V functional and the def2-TZVPD basis.

Geometry (Å):
O -2.44 0.04 -0.54
C -1.41 -0.11 -1.09
C -0.09 -0.39 -0.41
C -0.22 -0.65 1.09
C -0.49 0.68 1.81
C 1.08 -1.28 1.58
H -1.48 0.21 -2.17
H 0.48 0.54 -0.57
H 0.35 -1.27 -0.91
H -1.02 -1.33 1.38
H -1.47 1.10 1.59
H -0.55 0.48 2.87
H 0.34 1.35 1.61
H 1.34 -2.12 0.94
H 0.95 -1.57 2.61
H 1.96 -0.62 1.53
H 1.52 1.94 -3.36
H 0.28 1.12 -3.89
O 0.87 1.86 -4.06

Output
Charge: +1
Frontier orbital gap (spin up / spin down) (eV): 9.1 / 5.2
2S+1: 2
HOMO energy (spin up / spin down) (eV): -15.0 / -15.0
LUMO (spin up / spin down) (eV): -5.93 / -9.82
<S²>: 0.757

natural (NBO) charges in e:
1. O -0.049
2. C 0.458
3. C -0.464
4. C -0.231
5. C -0.620
6. C -0.600
7. H 0.306
8. H 0.290
9. H 0.293
10. H 0.233
11. H 0.220
12. H 0.250
13. H 0.218
14. H 0.217
15. H 0.249
16. H 0.224
17. H 0.475
18. H 0.450
19. O -0.919



*x*
Here is a cluster of 2 separate species, C5H12O2 in total from the OMol25 dataset. Energies are from the ωB97M-V functional and the def2-TZVPD basis.

Geometry (Å):
O 1.20 -2.22 1.35
C 1.12 -1.51 0.28
C 0.89 -0.08 0.32
C -0.39 0.39 -0.50
C -0.17 -0.02 -1.93
C -0.42 1.90 -0.52
H 0.96 -2.02 -0.71
H 1.91 0.38 -0.04
H 0.81 0.11 1.46
H -1.25 -0.09 -0.04
H -0.59 -1.03 -2.03
H -0.70 0.61 -2.66
H 0.87 -0.10 -2.23
H -0.32 2.19 0.58
H -1.35 2.40 -0.92
H 0.50 2.18 -1.14
H -1.63 -0.92 3.55
H -0.43 -1.46 2.45
O -1.01 -0.70 2.74

Output
Charge: +1
Frontier orbital gap (spin up / spin down) (eV): 8.9 / 5.7
2S+1: 2
HOMO energy (spin up / spin down) (eV): -15.4 / -15.4
LUMO (spin up / spin down) (eV): -6.49 / -9.66
<S²>: 0.758

natural (NBO) charges in e:
1. O -0.057
2. C 0.456
3. C -0.534
4. C -0.190
5. C -0.641
6. C -0.611
7. H 0.298
8. H 0.327
9. H 0.298
10. H 0.246
11. H 0.211
12. H 0.263
13. H 0.212
14. H 0.228
15. H 0.264
16. H 0.217
17. H 0.522
18. H 0.464
19. O -0.976



Which of them is most stable? Easy: *w*.